[1]
Computed, not measured: a structure of composition C2H3EuO in a non-equilibrium geometry, with ωB97M-V/def2-TZVPD.

The geometry in XYZ format:
```
7
Properties=species:S:1:pos:R:3:forces:R:3
H -2.542 0.220 -1.310 0.2 -1.1 0.4
O -0.842 0.045 -0.157 3.9 -0.5 0.4
C -2.160 0.142 -0.270 -1.4 2.3 -0.7
C -2.991 0.667 0.648 0.3 -0.9 0.3
H -4.065 0.668 0.457 0.4 0.3 -0.1
H -2.639 0.969 1.638 -0.1 -0.3 -0.2
Eu 1.488 -0.049 0.008 -3.3 0.1 -0.2
```
Positions in Å, forces in eV/Å.

## Properties
**Total charge**: +1
**Energy above the lowest of the compared OMol25 structures with the same formula, charge and spin**: 0.0 kJ/mol
**Expectation value of S²**: 15.76
**F_max**: 3.964 eV/Å
**Lowest unoccupied orbital energy (spin up / spin down)**: -0.2218 / -0.2157 Eh
**Multiplicity**: 8

Atomic partial charges in e from the Mulliken method, atoms 1 to 2: atom 1 (H): 0.2269, atom 2 (O): -0.6798

***

[2]
Computed, not measured: an isolated molecule of C3H8N4 in a non-equilibrium geometry, with ωB97M-V/def2-TZVPD.

The geometry in XYZ format:
```
15
Properties=species:S:1:pos:R:3:forces:R:3
H 2.586 -0.620 -0.603 0.3 -3.2 2.2
N 2.127 -1.289 0.182 4.1 0.7 -2.9
C 1.011 -0.769 0.087 -1.8 3.5 0.8
C 0.919 0.454 -0.833 -0.4 -1.1 2.0
C -0.281 0.905 -1.200 -1.9 -0.2 -3.6
N -1.724 0.335 -1.397 2.9 -0.9 5.1
N 0.075 -1.146 1.076 -3.1 2.8 -2.0
N -0.734 -0.007 1.675 3.1 -1.1 -0.9
H 2.033 0.914 -1.050 -3.5 -0.7 0.2
H -0.229 1.574 -2.022 0.3 1.5 -0.3
H -2.121 0.347 -0.403 1.1 -1.4 -1.0
H -2.358 1.039 -1.603 -0.6 2.5 -2.0
H 0.659 -1.644 1.661 0.7 -1.3 2.4
H -0.310 0.217 2.573 0.0 0.1 -0.2
H -1.652 -0.309 1.858 -1.2 -1.0 0.2
```
Positions in Å, forces in eV/Å.

## Properties
**Energy above the lowest of the compared OMol25 structures with the same formula, charge and spin**: 482.4 kJ/mol
**F_max**: 5.958 eV/Å
**Lowest unoccupied orbital energy**: 0.0302 Eh
**Structure (SMILES)**: [H]/N=C(\C=C/N)NN

Atomic partial charges in e from the natural (NBO) method, atoms 1 to 2: atom 1 (H): 0.3256, atom 2 (N): -0.6505

***

[3]
Computed, not measured: a structure of composition C3H6I2N in a non-equilibrium geometry, with ωB97M-V/def2-TZVPD.

The geometry in XYZ format:
```
12
Properties=species:S:1:pos:R:3:forces:R:3
C 0.362 0.441 -0.268 1.0 -2.7 -1.4
C 1.093 -0.243 0.700 0.2 -0.3 1.4
C -2.160 0.682 -0.629 0.4 -1.3 -1.3
N 1.933 -1.249 0.547 -1.0 0.4 -3.6
I -2.910 -0.925 0.455 0.2 0.6 -0.4
I -2.644 2.590 -0.112 0.3 -0.3 -0.2
H 0.143 1.409 -0.032 -0.4 2.4 0.4
H 0.653 0.172 -1.304 -0.5 0.5 0.6
H 1.108 0.007 1.726 -0.8 0.9 1.1
H 2.006 -1.449 -0.433 0.5 -0.8 -0.4
H 2.432 -1.887 1.112 0.2 0.0 1.4
H -2.015 0.452 -1.762 0.0 0.6 2.3
```
Positions in Å, forces in eV/Å.

## Properties
**Total charge**: +1
**Energy above the lowest of the compared OMol25 structures with the same formula, charge and spin**: 186.6 kJ/mol
**F_max**: 3.759 eV/Å
**Lowest unoccupied orbital energy (spin up / spin down)**: -0.2310 / -0.2329 Eh

Atomic partial charges in e from the natural (NBO) method, atoms 1 to 2: atom 1 (C): -0.5490, atom 2 (C): 0.1817

***

[4]
Computed, not measured: a cluster of 2 separate species, C24H22BF3NO5 in total in a non-equilibrium geometry, with ωB97M-V/def2-TZVPD.

The geometry in XYZ format:
```
56
Properties=species:S:1:pos:R:3:forces:R:3
C 1.082 -5.665 0.789 -0.4 -1.2 0.2
C 1.564 -4.311 0.957 1.1 1.6 0.1
C 2.711 -3.764 1.477 -0.6 -0.4 -0.1
C 2.683 -2.378 1.150 -0.7 0.5 -0.6
C 1.531 -2.141 0.428 1.4 -0.1 0.1
B 1.043 -1.059 -0.632 0.7 -0.9 2.0
N 1.107 -1.594 -2.169 -0.3 0.3 -0.7
C 2.258 -2.460 -2.535 0.3 -0.4 -0.2
C -0.222 -2.223 -2.443 0.3 0.2 -0.3
C -1.124 -1.696 -1.347 -1.0 1.0 1.6
O -2.326 -1.820 -1.259 1.6 0.0 -0.4
O -0.403 -0.945 -0.439 -1.2 -0.6 -1.7
C 1.215 -0.255 -2.840 0.0 -0.3 -0.7
C 2.144 0.515 -1.946 1.2 1.2 1.5
O 3.014 1.297 -2.253 -1.4 -1.0 0.2
O 1.845 0.178 -0.643 -0.1 -0.4 -1.6
O 0.831 -3.327 0.353 0.2 -0.2 -0.3
H 1.820 -6.349 1.213 -0.2 0.0 0.0
H 0.130 -5.822 1.311 0.1 -0.1 -0.2
H 0.958 -5.919 -0.274 -0.1 0.1 0.3
H 3.513 -4.287 1.987 -0.3 0.0 0.0
H 3.421 -1.625 1.398 0.0 -0.2 -0.1
H 2.406 -2.414 -3.623 0.0 0.0 0.3
H 3.179 -2.144 -2.024 -0.5 0.0 -0.1
H 2.032 -3.500 -2.257 0.1 0.5 0.1
H -0.598 -1.885 -3.420 0.0 -0.3 0.3
H -0.142 -3.318 -2.441 -0.1 0.4 0.2
H 1.559 -0.318 -3.876 0.1 -0.1 0.2
H 0.232 0.237 -2.843 0.2 -0.1 0.1
F -4.487 2.140 5.287 -0.2 0.1 -1.4
C -4.830 2.248 3.965 -1.5 0.5 1.2
F -5.917 1.450 3.762 1.1 0.7 0.1
F -5.250 3.540 3.774 0.6 -1.2 0.1
C -3.680 1.905 3.062 -0.1 -0.1 -0.3
C -3.828 0.899 2.109 0.1 -0.2 0.3
C -2.777 0.625 1.257 0.2 0.3 -0.9
C -1.630 1.476 1.206 -0.3 -1.0 1.2
C -0.857 1.484 0.013 -1.3 1.9 -0.2
C 0.075 2.496 -0.364 1.0 0.2 -0.3
C -0.002 2.978 -1.707 0.0 -0.5 0.3
C 0.817 4.007 -2.142 0.0 0.1 0.0
C 1.727 4.602 -1.255 -0.4 -0.2 0.0
C 1.829 4.135 0.064 0.0 -0.2 0.3
C 1.056 3.059 0.497 -0.2 0.0 -0.3
C -1.459 2.382 2.292 -0.1 0.3 -0.3
C -2.491 2.622 3.188 0.6 -0.2 -0.1
H -4.753 0.333 2.049 0.2 0.1 0.1
H -2.850 -0.204 0.547 0.0 0.3 0.1
H -1.367 1.024 -0.828 0.2 -0.2 0.2
H -0.734 2.512 -2.381 0.3 0.3 0.2
H 0.741 4.346 -3.179 0.1 -0.1 0.4
H 2.360 5.422 -1.599 -0.2 -0.3 0.1
H 2.522 4.611 0.767 -0.2 -0.3 -0.4
H 1.229 2.585 1.470 0.0 0.4 -0.4
H -0.534 2.949 2.370 -0.4 0.1 0.0
H -2.373 3.366 3.975 0.0 -0.2 -0.2
```
Positions in Å, forces in eV/Å.

## Properties
**Total charge**: +1
**F_max**: 2.287 eV/Å
**Lowest unoccupied orbital energy**: -0.2101 Eh

Atomic partial charges in e from the natural (NBO) method, atoms 1 to 2: atom 1 (C): -0.6600, atom 2 (C): 0.2990

***

[5]
Computed, not measured: an isolated molecule of C6H7NO2 in a non-equilibrium geometry, with ωB97M-V/def2-TZVPD.

The geometry in XYZ format:
```
16
Properties=species:S:1:pos:R:3:forces:R:3
C 3.225 -0.481 0.197 -1.2 -1.2 3.7
C 1.892 0.132 -0.119 -2.3 5.2 -1.1
O 1.701 1.315 -0.586 1.5 -3.9 1.4
N 0.788 -0.630 0.145 -0.1 -2.9 2.3
C -0.614 -0.209 0.139 3.8 -3.2 -0.5
C -1.150 0.939 0.433 -0.7 1.7 1.1
C -2.529 0.786 0.219 0.1 -1.3 -1.0
C -2.680 -0.456 -0.264 -0.6 -0.1 0.6
O -1.531 -1.148 -0.265 1.2 0.6 -0.3
H 3.578 -0.500 1.447 -1.3 -0.2 -4.0
H 3.915 0.003 -0.353 2.5 2.4 -1.3
H 3.236 -1.410 -0.349 -0.1 -1.2 0.8
H 1.098 -1.463 0.798 -1.6 2.0 -1.8
H -0.663 1.728 0.925 0.6 1.0 0.0
H -3.340 1.416 0.222 -1.3 1.7 0.4
H -3.566 -0.965 -0.519 -0.6 -0.6 -0.4
```
Positions in Å, forces in eV/Å.

## Properties
**Energy above the lowest of the compared OMol25 structures with the same formula, charge and spin**: 184.2 kJ/mol
**F_max**: 5.792 eV/Å
**Lowest unoccupied orbital energy**: 0.0256 Eh
**Structure (SMILES)**: CC(=O)Nc1ccco1

Atomic partial charges in e from the natural (NBO) method, atoms 1 to 2: atom 1 (C): -0.7013, atom 2 (C): 0.6540

***

[6]
Computed, not measured: a cluster of 2 separate species, C8H11N2O4 in total in a non-equilibrium geometry, with ωB97M-V/def2-TZVPD.

The geometry in XYZ format:
```
25
Properties=species:S:1:pos:R:3:forces:R:3
C 2.180 -0.136 0.657 -0.8 -1.6 0.6
O 1.793 1.257 0.799 -0.9 -0.4 0.8
C 0.814 1.409 1.772 -0.1 -0.4 -0.8
O 0.929 2.123 2.712 -0.2 -0.1 -0.4
C -0.527 0.603 1.534 -1.7 -1.6 -0.6
C -0.638 -0.825 1.942 -0.9 1.7 -0.9
C -1.848 -1.576 1.687 2.2 1.8 0.3
N -2.899 -0.935 1.065 1.3 0.4 0.5
C -2.863 0.395 0.685 1.3 0.2 0.2
C -1.687 1.216 0.879 0.0 -2.0 0.7
H 2.262 -0.552 1.707 0.6 0.3 -1.2
H 1.380 -0.759 0.158 0.8 0.9 0.3
H 3.115 -0.285 0.070 -0.7 0.7 0.7
H 0.280 -1.250 2.418 -1.4 0.0 -0.4
H -1.872 -2.653 1.984 -0.5 1.1 -0.5
H -3.735 -1.504 0.893 0.3 0.5 -0.1
H -3.778 0.779 0.184 0.9 -0.4 0.5
H -1.690 2.279 0.528 0.0 -1.2 0.4
C 1.746 0.432 -3.312 0.3 0.0 0.0
N 0.629 -0.419 -2.819 0.0 0.0 -0.1
O 0.911 -1.351 -2.084 -0.3 0.2 -0.1
O -0.490 -0.123 -3.185 0.2 -0.1 0.3
H 2.680 0.052 -2.907 -0.1 0.0 0.0
H 1.746 0.376 -4.399 -0.1 0.1 0.1
H 1.561 1.448 -2.969 -0.1 0.0 -0.1
```
Positions in Å, forces in eV/Å.

## Properties
**Total charge**: +1
**Energy above the lowest of the compared OMol25 structures with the same formula, charge and spin**: 0.0 kJ/mol
**F_max**: 2.851 eV/Å
**Lowest unoccupied orbital energy**: -0.1864 Eh

Atomic partial charges in e from the natural (NBO) method, atoms 1 to 2: atom 1 (C): -0.2817, atom 2 (O): -0.5115